Computed, not measured: a 3-piece molecular cluster, C9H23N3O4P overall, with wB97M-V/def2-TZVPD.

Geometry as XYZ:
```
40
Properties=species:S:1:pos:R:3:forces:R:3
N 6.648650 -2.511317 0.739926 -0.276 -0.827 -0.381
C 6.209865 -1.226114 0.859307 0.273 0.925 0.043
N 6.798655 -0.253611 0.050727 -0.529 0.560 1.275
N 5.266242 -0.898116 1.733260 -0.063 -0.735 -1.270
P 3.514123 -1.450093 1.748489 -1.936 -1.234 3.442
O 3.473307 -2.706900 0.742332 0.427 1.064 -0.908
O 2.648592 -0.239679 1.073504 1.887 -0.280 -0.592
H 7.669791 -2.446628 0.821729 0.095 -0.260 0.051
H 6.514499 -2.800436 -0.232706 0.141 -0.198 -0.038
H 6.077256 0.452196 -0.074819 0.157 0.362 -0.103
H 7.503168 0.234637 0.614917 0.784 -0.215 -0.708
H 5.524178 -0.222101 2.440912 -0.427 0.880 -0.403
H 2.915809 -2.528975 -0.035807 0.129 -0.235 -0.054
H 3.223961 0.410320 0.637175 -0.575 0.199 -0.275
C 0.407237 1.382511 -1.621390 -0.077 0.023 0.063
C 0.204382 0.092659 -0.829936 0.011 -0.029 -0.103
C -1.119008 -0.408024 -1.390671 -0.230 0.154 0.029
O -1.179099 0.041067 -2.748794 0.126 0.013 0.073
C -0.148990 0.998081 -2.987653 0.060 -0.155 -0.052
H 1.444620 1.717398 -1.667219 0.003 0.008 -0.037
H -0.189489 2.184231 -1.183093 0.008 0.009 0.005
H 1.004246 -0.617046 -1.063747 -0.003 -0.021 -0.024
H 0.180386 0.235762 0.247981 -0.053 0.005 0.012
H -1.966319 0.021026 -0.847601 0.030 -0.061 0.098
H -1.206069 -1.494843 -1.363944 -0.022 -0.008 -0.083
H 0.620639 0.528330 -3.611692 0.046 0.082 -0.009
H -0.562538 1.846947 -3.531343 -0.046 -0.020 -0.020
C -6.300570 0.269343 1.413018 0.030 0.101 0.108
C -6.193346 1.369159 0.360979 0.005 -0.106 -0.113
C -4.729717 1.769081 0.478799 0.034 0.068 0.134
O -4.016161 0.592813 0.878497 -0.063 0.010 -0.013
C -4.948656 -0.417170 1.281660 0.012 -0.075 -0.148
H -7.136149 -0.409800 1.255849 0.002 -0.015 -0.027
H -6.403131 0.711598 2.406110 -0.004 -0.016 0.011
H -6.391792 0.956891 -0.630416 0.000 0.017 -0.012
H -6.873654 2.202634 0.524204 0.005 0.014 0.029
H -4.587435 2.534689 1.248897 -0.040 0.041 -0.036
H -4.316055 2.140665 -0.459441 0.060 -0.043 -0.003
H -4.971222 -1.191974 0.507745 -0.048 -0.035 0.037
H -4.610205 -0.869208 2.214252 0.069 0.031 0.001
```
Forces are in eV/Å.

As for the orbital gap: 5.039 eV. For the LUMO energy, the calculation gives -0.218 Ha. Its net charge is +1.